Here is a cluster of 7 separate species, C48H44F6N2O5S in total in a non-equilibrium geometry from OMol25. Energies are from ωB97M-V/def2-TZVPD.

```
! RIJCOSX wB97M-V def2-TZVPD def2/J DEFGRID3
* xyz 0 1
C -0.15830 -2.43768 2.90369
O -0.09241 -1.03983 3.11309
C -0.38988 -0.30739 1.94783
C -0.07666 1.11264 2.24387
C -0.88162 2.14597 2.49428
C -2.37780 2.13641 2.53621
C -3.03361 3.45643 2.09897
C -4.40746 3.69126 2.74787
C -5.39913 2.58085 2.38281
S -6.09218 1.90659 3.91747
C -7.35664 0.88166 3.28784
N -8.10685 0.06311 3.93029
N -8.96708 -0.48703 2.98349
C -8.65683 0.03763 1.86303
O -7.63503 0.92506 1.96352
C 0.01659 3.31647 2.77035
O -0.20277 4.47998 2.84558
O 1.32104 2.82913 2.89333
C 1.33807 1.58406 2.32439
O 2.29678 1.00974 1.91732
H 0.41328 -2.75412 2.02977
H 0.28002 -2.90904 3.78077
H -1.20047 -2.76387 2.84869
H -1.44615 -0.41795 1.67941
H 0.20453 -0.64284 1.09089
H -2.73346 1.81814 3.51746
H -2.69406 1.35750 1.84311
H -3.14439 3.47928 1.01384
H -2.40256 4.29671 2.37408
H -4.75276 4.64227 2.36663
H -4.23859 3.77858 3.82183
H -4.93928 1.77614 1.81580
H -6.19655 2.98909 1.76937
H -9.12785 -0.15966 0.91851
F 0.11694 3.07720 -2.13065
C 1.41678 2.73297 -2.26954
C 2.17945 2.54501 -1.13550
C 3.51116 2.18645 -1.27700
C 4.05951 2.02840 -2.54277
C 3.27179 2.22612 -3.66931
C 1.93644 2.57890 -3.53786
H 1.74042 2.67933 -0.15751
H 4.11640 2.02917 -0.39449
H 5.09968 1.75110 -2.65014
H 3.69612 2.10624 -4.65764
H 1.30418 2.72824 -4.40252
F 1.16166 0.05144 -5.69686
C 1.86952 -0.11740 -6.83170
C 3.21461 -0.41333 -6.73720
C 3.94092 -0.58701 -7.90686
C 3.32111 -0.45789 -9.14214
C 1.96814 -0.15592 -9.20839
C 1.22872 0.01337 -8.04708
H 3.67638 -0.50617 -5.76305
H 4.99440 -0.82637 -7.85151
H 3.89042 -0.59533 -10.05137
H 1.48599 -0.05174 -10.16857
H 0.17125 0.24041 -8.07661
F 1.44085 -2.92169 -11.34688
C 0.10938 -2.98289 -11.14769
C -0.62905 -1.81960 -11.22173
C -2.00002 -1.88220 -11.02086
C -2.60942 -3.09861 -10.74487
C -1.84462 -4.25504 -10.67215
C -0.47314 -4.20416 -10.87676
H -0.13574 -0.88270 -11.43724
H -2.59213 -0.97879 -11.07932
H -3.67830 -3.14480 -10.58609
H -2.31661 -5.20351 -10.45394
H 0.14017 -5.09376 -10.82983
F 2.28128 -5.34258 5.50556
C 2.50126 -4.18094 6.16402
C 1.82904 -3.94776 7.34540
C 2.06078 -2.75653 8.01852
C 2.94528 -1.82079 7.50114
C 3.60588 -2.07841 6.30762
C 3.39113 -3.27047 5.63452
H 1.13901 -4.68839 7.72757
H 1.54608 -2.56010 8.94941
H 3.11862 -0.89156 8.02696
H 4.29241 -1.34988 5.89817
H 3.90351 -3.49402 4.70830
F -5.41831 5.50388 0.54312
C -4.85427 6.59300 -0.03456
C -3.48883 6.61121 -0.22966
C -2.91987 7.72941 -0.82165
C -3.71528 8.80208 -1.20022
C -5.08660 8.75761 -0.98898
C -5.66872 7.64325 -0.40264
H -2.88534 5.76778 0.07798
H -1.85147 7.76022 -0.98645
H -3.26609 9.67233 -1.65915
H -5.70793 9.59372 -1.28004
H -6.73527 7.58414 -0.23248
F 5.32836 -4.69965 7.42731
C 5.62115 -5.97132 7.75829
C 4.77848 -6.98510 7.35003
C 5.09549 -8.29053 7.69828
C 6.23331 -8.56309 8.44527
C 7.06303 -7.52436 8.84502
C 6.76076 -6.21569 8.49901
H 3.89385 -6.75426 6.77068
H 4.44874 -9.09806 7.38231
H 6.47282 -9.58294 8.71479
H 7.94933 -7.73180 9.42961
H 7.39512 -5.39116 8.79525
*
```

Summary:
ΔE to the lowest compared entry with this formula, charge and spin (kcal/mol): 0.0
Lowest unoccupied orbital energy (eV): -0.66
Kohn-Sham gap (eV): 8.39
Structure (SMILES): COCC1=C(CCCCSc2nnco2)C(=O)OC1=O.Fc1ccccc1.Fc1ccccc1.Fc1ccccc1.Fc1ccccc1.Fc1ccccc1.Fc1ccccc1
E_HOMO (eV): -9.047

Here is a cluster of 10 separate species, C48H44N10O14 in total in a non-equilibrium geometry from OMol25. Energies are from ωB97M-V/def2-TZVPD.

```
! RIJCOSX wB97M-V def2-TZVPD def2/J DEFGRID3
* xyz 0 1
O -21.30133 -16.99464 -19.19512
N -21.87102 -16.29221 -20.05397
O -22.52695 -16.84752 -20.96108
C -21.99169 -14.81785 -19.82168
C -22.76160 -14.10256 -20.78428
C -22.88495 -12.72422 -20.58793
C -22.24582 -12.06822 -19.55885
C -21.50399 -12.65478 -18.62399
C -21.37394 -14.07539 -18.75066
H -23.32566 -14.57620 -21.57416
H -23.54512 -12.19499 -21.25912
H -22.22873 -10.99057 -19.62800
H -21.00873 -12.19955 -17.77907
H -20.75481 -14.53589 -17.99501
O -23.76713 -22.93281 -24.16185
N -22.99027 -21.92424 -24.34311
O -22.66351 -21.29178 -25.33759
C -22.51636 -21.26757 -23.08577
C -22.86071 -21.76561 -21.80158
C -22.35119 -21.14026 -20.62503
C -21.65586 -19.93219 -20.71187
C -21.40725 -19.46144 -21.98603
C -21.64507 -20.15817 -23.14573
H -23.32635 -22.73346 -21.68827
H -22.50456 -21.71600 -19.72425
H -21.41240 -19.39257 -19.80857
H -20.85088 -18.53751 -21.92952
H -21.35239 -19.74793 -24.10095
O -25.91611 -19.23402 -25.48314
N -26.88679 -19.54542 -26.19068
O -27.44383 -18.81653 -27.04148
C -27.29198 -21.04148 -26.15857
C -26.32795 -22.00243 -25.94555
C -26.68965 -23.33814 -25.91558
C -28.03975 -23.76635 -25.98552
C -28.92768 -22.80588 -26.21898
C -28.67409 -21.42871 -26.26736
H -25.27899 -21.76956 -25.83664
H -25.95437 -24.08620 -25.65838
H -28.37423 -24.79318 -25.97415
H -29.91190 -23.18545 -26.45055
H -29.59876 -20.87626 -26.34596
O -21.57519 -21.99797 -29.35650
N -22.39909 -21.96227 -30.27270
O -22.42334 -22.71510 -31.21390
C -23.53132 -21.11069 -30.02417
C -24.42367 -20.90142 -31.03693
C -25.54885 -20.10533 -30.89615
C -25.70731 -19.41623 -29.67563
C -24.79805 -19.60293 -28.60992
C -23.75760 -20.46812 -28.75719
H -24.09538 -21.31251 -31.98013
H -26.13384 -19.80773 -31.75382
H -26.37371 -18.57125 -29.58437
H -24.72905 -18.93481 -27.76419
H -23.06519 -20.54618 -27.93204
O -30.27285 -20.08915 -20.55390
N -30.47912 -18.83796 -20.71607
O -31.43555 -18.32099 -20.21336
C -29.57696 -18.01953 -21.53497
C -29.85407 -16.64381 -21.81714
C -29.02376 -16.00256 -22.67969
C -27.92624 -16.62299 -23.29746
C -27.74741 -18.00496 -23.05025
C -28.57873 -18.68326 -22.22990
H -30.63401 -16.04444 -21.37121
H -29.10887 -14.95067 -22.90923
H -27.24050 -16.07480 -23.92647
H -26.86334 -18.48281 -23.44583
H -28.21164 -19.61817 -21.83294
O -28.44494 -13.29265 -25.26285
N -28.44025 -14.42795 -25.82688
O -29.40735 -15.21513 -25.70106
C -27.35847 -14.77396 -26.72142
C -26.08157 -14.25959 -26.40983
C -24.98016 -14.44360 -27.23483
C -25.18025 -15.16239 -28.39954
C -26.47642 -15.68779 -28.72082
C -27.56388 -15.47207 -27.93658
H -25.86067 -13.68997 -25.51924
H -23.96894 -14.12872 -27.02341
H -24.42939 -15.39234 -29.14097
H -26.55759 -16.14227 -29.69717
H -28.50652 -15.90640 -28.23520
O -29.96734 -9.23010 -22.82837
N -29.09154 -10.14415 -22.98341
O -28.67365 -10.25670 -24.16144
C -28.55064 -10.97081 -21.91488
C -28.89712 -10.76567 -20.55704
C -28.11042 -11.59693 -19.62771
C -27.23527 -12.62407 -20.05905
C -27.13660 -12.88207 -21.42578
C -27.67427 -12.00758 -22.35733
H -29.59170 -9.99079 -20.26802
H -28.08362 -11.32641 -18.58249
H -26.87949 -13.36428 -19.35768
H -26.40811 -13.58700 -21.79830
H -27.33784 -11.94290 -23.38155
C -23.44950 -17.57210 -24.23130
C -24.15854 -16.29086 -23.92873
N -24.75260 -15.24840 -23.62055
H -22.36521 -17.46094 -24.22326
H -23.64371 -17.84846 -25.26764
H -23.83499 -18.33649 -23.55661
C -25.36353 -18.27400 -20.58780
C -25.32210 -16.87158 -20.16102
N -25.38396 -15.74591 -19.84748
H -26.36300 -18.70865 -20.57198
H -24.65715 -18.85289 -19.99282
H -25.02871 -18.36432 -21.62116
C -21.90755 -16.98246 -27.50272
C -21.13203 -16.02491 -28.28331
N -20.51578 -15.23657 -28.86090
H -22.82301 -16.46446 -27.21685
H -21.32425 -17.19156 -26.60598
H -22.19893 -17.87740 -28.05252
*
```

Summary:
ΔE to the lowest compared entry with this formula, charge and spin (kcal/mol): 2.6
Lowest unoccupied orbital energy (eV): -1.48
Kohn-Sham gap (eV): 8.20
Structure (SMILES): O=[N+]([O-])c1ccccc1.O=[N+]([O-])c1ccccc1.O=[N+]([O-])c1ccccc1.O=[N+]([O-])c1ccccc1.O=[N+]([O-])c1ccccc1.O=[N+]([O-])c1ccccc1.O=[N+]([O-])c1ccccc1.CC#N.CC#N.CC#N
E_HOMO (eV): -9.686

Here is a structure of composition C48H45CsN11S from OMol25. Energies are from ωB97M-V/def2-TZVPD.

```
! RIJCOSX wB97M-V def2-TZVPD def2/J DEFGRID3
* xyz -1 1
Cs 0.65776 -0.14584 0.42054
C -1.49055 0.60826 4.81883
C -1.47569 -0.53147 5.60274
C -0.43371 -1.43653 5.45983
C 0.55910 -1.17229 4.52436
N 0.54607 -0.07846 3.76231
C -0.45155 0.78836 3.91433
C 1.70470 -2.10812 4.31200
C 2.24469 -2.83477 5.36773
C 3.32110 -3.66468 5.11329
C 3.83108 -3.73609 3.82874
C 3.23518 -2.96910 2.83381
N 2.18889 -2.18569 3.07460
C 3.78644 -2.94758 1.44430
C 4.36707 -4.07028 0.87085
C 4.87605 -3.97645 -0.41734
C 4.80390 -2.76715 -1.08270
C 4.21423 -1.69662 -0.42238
N 3.70313 -1.78285 0.80198
H -2.29245 1.33239 4.87606
H -2.27307 -0.72456 6.30942
H -0.41035 -2.34830 6.04253
H -0.42853 1.66398 3.27049
H 1.85281 -2.72871 6.37010
H 3.77684 -4.23067 5.91602
H 4.69776 -4.34454 3.60917
H 4.39639 -5.00738 1.41147
H 5.31230 -4.84361 -0.89765
H 5.16548 -2.65084 -2.09498
H 4.14001 -0.72545 -0.90394
S -1.21532 2.39868 0.46260
C -2.52004 2.07724 1.55650
N -2.98065 2.88939 2.46050
N -2.32176 4.05097 2.56612
C -2.61497 4.94587 3.57409
C -3.70750 4.76443 4.42690
C -3.96330 5.69104 5.42552
C -3.15363 6.80701 5.59635
C -2.07158 6.98650 4.74204
C -1.79913 6.06968 3.74176
N -3.26826 0.87546 1.59819
N -2.70104 -0.14329 1.18835
C -3.54843 -1.28784 1.15943
C -2.95228 -2.52893 1.34970
C -3.70925 -3.68766 1.26649
C -5.06258 -3.61469 0.96424
C -5.65331 -2.37414 0.75432
C -4.90336 -1.21261 0.85358
H -1.52946 4.18165 1.93904
H -4.33594 3.89630 4.28581
H -4.81409 5.54261 6.08025
H -3.35821 7.52379 6.38120
H -1.42737 7.84983 4.85826
H -0.95240 6.20802 3.07901
H -1.89090 -2.56854 1.56893
H -3.23938 -4.65027 1.42461
H -5.65044 -4.52009 0.88061
H -6.70390 -2.31152 0.50000
H -5.34081 -0.23797 0.68057
C -1.00460 -0.41042 -3.85102
N -1.54164 -0.70897 -2.51656
C -2.69387 0.16441 -2.27546
N -3.75083 -0.02985 -3.28308
C -3.16726 0.24536 -4.60008
N -2.02097 -0.61577 -4.89940
C -2.46885 -2.00700 -4.82721
N -3.03621 -2.35435 -3.51680
C -2.00268 -2.09571 -2.50214
C -4.15293 -1.43852 -3.25143
H -0.14653 -1.05398 -4.04913
H -0.65975 0.62314 -3.86630
H -2.36088 1.20221 -2.29075
H -3.10362 -0.04796 -1.28867
H -2.84081 1.28656 -4.62917
H -3.93392 0.09437 -5.36503
H -1.61580 -2.65900 -5.02630
H -3.22937 -2.17781 -5.59390
H -1.15112 -2.75248 -2.69583
H -2.41761 -2.32648 -1.51706
H -4.56706 -1.66667 -2.26600
H -4.92691 -1.60253 -4.00596
C 6.25930 3.78449 -2.55867
C 5.22245 4.50315 -1.97777
C 3.96768 3.92650 -1.83348
C 3.70950 2.62320 -2.26653
C 4.76521 1.91104 -2.84428
C 6.01980 2.48316 -2.98927
C 2.34789 2.04019 -2.12279
C 1.91373 0.88778 -2.62682
C 2.25411 -0.08145 -3.57033
C 2.39636 -1.46678 -3.25634
C 2.57867 -2.42702 -4.23687
C 2.61060 -2.09392 -5.58806
C 2.46154 -0.74473 -5.92742
C 2.29939 0.23279 -4.96842
H 7.24003 4.23048 -2.67454
H 5.39243 5.51835 -1.63682
H 3.16209 4.49149 -1.37564
H 4.58283 0.90092 -3.19330
H 6.82032 1.90997 -3.44381
H 1.66100 2.67650 -1.55215
H 2.32035 -1.77385 -2.22060
H 2.67541 -3.46855 -3.94236
H 2.73240 -2.85444 -6.34878
H 2.48085 -0.45532 -6.97346
H 2.18344 1.27163 -5.25569
*
```

Summary:
ΔE to the lowest compared entry with this formula, charge and spin (kcal/mol): 0.0
Lowest unoccupied orbital energy (eV): 1.71
Kohn-Sham gap (eV): 4.65
E_HOMO (eV): -2.938

Here is a structure of composition C48H45GeN6O2Ru in a non-equilibrium geometry from OMol25. Energies are from ωB97M-V/def2-TZVPD.

```
! RIJCOSX wB97M-V def2-TZVPD def2/J DEFGRID3
* xyz 2 6
Ru -1.17636 -1.09700 0.80972
C -2.09289 -2.47409 3.72666
N -1.46813 -2.96672 2.47816
C -0.02163 -3.26266 2.67726
C 0.70076 -2.03042 3.13261
C 1.39392 -1.97399 4.32368
C 2.02065 -0.78715 4.68515
C 1.94887 0.29877 3.83088
C 1.23895 0.17109 2.65041
N 0.61591 -0.96629 2.31988
C -2.15360 -4.12788 1.87284
C -2.58808 -3.93985 0.43954
C -3.55109 -4.77368 -0.10766
C -3.88981 -4.63028 -1.44096
C -3.22741 -3.67857 -2.20729
C -2.28819 -2.88502 -1.58843
N -1.99115 -2.99855 -0.28605
C -2.70017 -1.09619 3.61782
C -3.81022 -0.74965 4.36965
C -4.31305 0.53880 4.28160
C -3.66728 1.45841 3.46599
C -2.55277 1.04467 2.76926
N -2.08261 -0.21323 2.82788
H -2.84842 -3.16658 4.09237
H -1.33257 -2.41431 4.50483
H 0.12004 -4.07325 3.39330
H 0.38446 -3.55859 1.71418
H 1.43955 -2.84572 4.96591
H 2.55520 -0.71485 5.62328
H 2.43541 1.23402 4.06555
H 1.17514 0.98950 1.93955
H -1.47658 -4.98601 1.88391
H -3.01943 -4.42112 2.46141
H -4.02551 -5.53089 0.50652
H -4.65186 -5.25866 -1.88512
H -3.43292 -3.55857 -3.26236
H -1.73480 -2.13710 -2.14794
H -4.26878 -1.48019 5.02734
H -5.18722 0.82698 4.85268
H -4.01310 2.48124 3.38195
H -1.98359 1.73704 2.15808
N -1.94320 0.69517 -0.60983
C -3.35867 0.91048 -0.80476
C -3.84606 1.96934 -1.51200
C -5.23389 2.13083 -1.71403
C -6.11299 1.23797 -1.17831
C -5.63873 0.16468 -0.38728
C -6.50122 -0.74552 0.25999
C -5.97333 -1.70236 1.07570
C -4.57796 -1.76345 1.22796
N -3.73260 -0.97344 0.60244
C -4.24845 -0.00124 -0.20400
H -1.45348 1.57726 -0.54695
H -1.53584 0.20860 -1.40366
H -3.16310 2.69230 -1.94001
H -5.59048 2.96323 -2.30645
H -7.17985 1.34464 -1.34456
H -7.57341 -0.66111 0.11765
H -6.60159 -2.40292 1.61104
H -4.15479 -2.49517 1.90399
O 0.52332 -2.33967 -0.05226
C 1.06772 -1.37491 -0.67265
O 0.54082 -0.22059 -0.56336
C 2.31115 -1.71240 -1.47826
C 2.78953 -0.77090 -2.60750
Ge 3.16226 1.11635 -2.14378
C 2.25085 2.46124 -3.22790
C 0.99685 2.95048 -2.86183
C 0.34702 3.91173 -3.62797
C 0.95126 4.40283 -4.77761
C 2.20260 3.93182 -5.14889
C 2.84611 2.96613 -4.38272
C 3.47562 1.73709 -0.30355
C 4.31198 1.02891 0.56097
C 4.72012 1.58928 1.76574
C 4.29761 2.86647 2.12412
C 3.45067 3.57497 1.28156
C 3.05507 3.01824 0.06449
C 5.06825 1.37478 -2.67194
C 5.55739 2.68684 -2.67545
C 6.83924 2.96140 -3.13868
C 7.66221 1.92328 -3.56375
C 7.19865 0.61691 -3.53971
C 5.91116 0.33935 -3.07832
H 2.10706 -2.71281 -1.85913
H 3.11012 -1.79659 -0.73236
H 2.05020 -0.76111 -3.41145
H 3.71631 -1.16906 -3.01167
H 0.55909 2.56168 -1.95242
H -0.62197 4.29531 -3.33229
H 0.45255 5.15536 -5.37635
H 2.68412 4.32456 -6.03633
H 3.82272 2.60884 -4.68779
H 4.68591 0.04766 0.28258
H 5.41396 1.05001 2.40184
H 4.65479 3.31568 3.04425
H 3.12585 4.57502 1.54925
H 2.42939 3.59782 -0.60839
H 4.93225 3.50564 -2.32784
H 7.19639 3.98569 -3.15650
H 8.67049 2.13373 -3.89985
H 7.83305 -0.19571 -3.87668
H 5.58032 -0.69415 -3.06057
*
```

Summary:
ΔE to the lowest compared entry with this formula, charge and spin (kcal/mol): 6.6
⟨S²⟩: 8.76
Lowest unoccupied orbital energy (alpha / beta) (eV): -5.39 / -6.88
Kohn-Sham gap (alpha / beta) (eV): 6.55 / 5.06
E_HOMO (alpha / beta) (eV): -11.941 / -11.941